No. 1
C48H92BrIN4O2Si | the ωB97M-V functional and the def2-TZVPD basis

The geometry in XYZ format:
```
149
Properties=species:S:1:pos:R:3:forces:R:3:lowdin_charge:R:1
I 1.0390 6.6712 -0.1279 -0.4 -0.4 -0.2 0.99
Br -0.7223 6.3744 -2.9723 0.7 -0.6 0.4 0.64
Si -0.4868 4.3447 6.2568 0.4 -0.3 0.9 0.55
O 2.9933 5.1718 -2.5209 -3.5 -3.0 2.8 0.04
O 0.9012 4.2023 -1.9841 1.3 1.7 1.4 -0.15
N -7.1508 -6.0298 0.4601 -0.2 0.3 0.0 -0.19
N 8.7664 0.2243 -0.0486 0.1 0.3 -0.1 -0.19
N -2.4641 -0.7858 -1.7521 -0.2 0.0 -0.2 -0.18
N 0.3041 -3.5505 -5.9711 0.1 0.2 0.2 -0.19
C 4.5855 3.6498 -0.3953 -1.9 -1.6 2.8 0.01
C -0.9239 -4.2756 -5.6555 0.2 -0.1 0.0 -0.27
C -0.6267 7.0563 3.4376 -0.9 1.2 0.2 -0.22
C -1.0284 1.9555 4.3726 4.0 -1.9 0.9 -0.07
C -0.7900 -1.3313 -6.6224 -0.1 0.3 -0.1 -0.09
C 7.7114 -0.6830 -0.4944 -0.1 0.1 0.2 -0.27
C 4.2466 2.2473 1.9438 -2.0 1.9 -3.4 -0.05
C -0.8484 0.6220 -0.4599 0.1 -0.1 0.0 -0.09
C 0.1966 -3.8231 -8.5112 0.0 0.0 -0.3 -0.09
C 2.7103 2.3163 1.7416 2.1 1.6 -2.6 -0.04
C -2.4063 5.5227 -0.4093 -1.2 -0.8 -0.2 -0.25
C 6.6426 -0.9534 0.5582 0.0 -0.1 0.1 -0.09
C 0.1827 4.0871 8.0664 0.2 -1.0 -0.2 -0.22
C 0.8644 -0.0200 4.0333 -1.0 3.7 2.0 -0.08
C 3.0499 3.6912 -0.5573 -0.5 -1.6 2.3 -0.10
C 0.4812 5.8414 5.5506 0.3 1.2 0.0 -0.26
C 1.3646 2.0913 5.6607 -2.3 -2.3 -2.6 -0.07
C 10.1644 -1.5029 1.2166 0.2 -0.1 0.1 -0.09
C -0.4519 7.0689 5.0503 0.9 0.5 -0.8 -0.24
C 9.4576 -0.1482 1.1816 -0.2 0.0 0.2 -0.25
C -1.2145 4.5211 -0.7934 0.0 0.4 -0.2 -0.27
C -2.2814 0.1307 -0.6303 0.2 0.0 -0.1 -0.27
C 0.0643 5.2642 -1.4731 -1.7 -1.4 0.2 -1.09
C -1.6004 -1.9620 -1.7688 0.3 0.1 0.0 -0.25
C -2.1216 6.6309 2.9627 0.6 -0.7 -0.2 -0.18
C -0.0635 2.6813 5.3422 1.1 -2.7 -1.5 -0.22
C 0.9810 -3.9380 -7.2044 0.0 -0.3 0.1 -0.25
C -3.8707 -1.0415 -2.0593 0.0 0.2 -0.2 -0.24
C 9.6320 0.6749 -1.1382 -0.1 0.2 0.0 -0.25
C 10.4880 -0.3734 -1.8454 0.2 -0.1 -0.2 -0.09
C -7.3065 -8.4054 1.2345 0.1 0.0 0.0 -0.09
C -7.2001 -5.1026 -1.9238 0.0 0.1 -0.3 -0.09
C -4.7064 -1.7666 -1.0072 -0.3 -0.2 0.1 -0.09
C -7.5976 -7.3835 0.1411 0.1 0.0 0.2 -0.27
C -2.1470 5.1805 2.2522 -0.4 0.1 0.8 -0.21
C -1.6652 -2.9072 -0.5693 0.0 -0.3 0.1 -0.08
C -3.1185 5.0769 0.9785 0.5 -0.2 0.2 -0.20
C 1.8112 0.7457 5.0175 -2.8 1.7 -0.6 -0.09
C -2.3711 4.6362 6.4356 -0.8 0.2 0.0 -0.21
C 0.1909 -2.1092 -5.7481 0.1 0.0 0.2 -0.25
C -0.5392 0.6040 3.7376 2.0 1.3 1.8 -0.07
C -0.7568 -5.7906 -5.6198 0.0 0.0 -0.1 -0.09
C -4.6989 -6.3339 -0.1997 0.3 0.1 -0.1 -0.09
C 2.1252 3.0250 0.5002 3.5 -0.2 0.6 -0.01
C 5.1791 2.9236 0.8644 -3.4 -0.2 0.0 -0.05
C -5.7442 -5.8845 0.8211 0.0 -0.2 0.2 -0.25
C 2.2942 4.4337 -1.7686 4.5 1.6 -1.6 -0.44
C -7.6617 -5.0243 -0.4704 -0.2 0.0 0.2 -0.25
H -0.4018 -1.1782 -7.6290 -0.1 -0.1 0.0 0.05
H 5.2755 4.1469 -1.1590 -1.2 -0.9 1.3 0.11
H -1.4718 7.1157 5.5653 1.4 -0.2 -0.7 0.09
H 1.1837 -1.6519 -5.8414 0.0 -0.2 -0.1 0.11
H 6.1800 -0.0263 0.9071 0.1 0.0 0.0 0.06
H 1.3165 -4.9748 -7.1009 -0.1 0.0 0.1 0.10
H -4.5688 -1.3539 -0.0048 0.0 0.0 -0.1 0.07
H -4.3506 -0.0789 -2.2685 0.2 0.1 0.1 0.11
H -7.2642 -6.1147 -2.3306 0.0 0.1 0.1 0.07
H -1.5751 3.7493 -1.5770 0.6 1.3 1.2 0.13
H 2.0754 2.6472 6.3730 -1.3 -1.0 -1.3 0.09
H 7.2028 -0.2308 -1.3530 0.3 0.1 0.0 0.12
H -7.8342 -4.4639 -2.5467 0.0 0.0 0.1 0.07
H -2.6172 -0.3117 0.3151 0.0 0.0 0.2 0.09
H -4.0622 5.7067 1.1717 1.5 -0.8 -0.3 0.12
H -0.0901 -1.9511 -4.7007 0.0 -0.2 0.0 0.10
H -1.6956 -2.3755 0.3847 0.0 0.0 -0.1 0.07
H -0.2916 4.8089 8.8169 0.9 -1.0 -1.0 0.04
H -0.5645 -1.6260 -1.8799 -0.1 0.1 0.1 0.10
H -0.5057 -6.1984 -6.6021 0.0 0.0 0.1 0.06
H -2.5285 -3.5717 -0.6255 0.0 0.1 0.1 0.05
H 5.8540 -1.5781 0.1298 0.1 0.1 0.0 0.08
H -3.9366 -1.5957 -3.0039 0.2 0.0 0.1 0.11
H 1.9839 1.8588 2.4881 1.2 0.7 -1.1 0.06
H -8.6844 -7.3678 0.0035 0.1 0.2 -0.1 0.12
H -6.1784 -4.7426 -2.0434 0.0 -0.1 0.0 0.05
H -1.7653 -1.8187 -6.6941 0.1 0.0 0.0 0.07
H 1.9111 -3.3666 -7.3017 -0.2 0.1 0.2 0.11
H 7.0447 -1.4890 1.4221 0.0 0.0 0.0 0.06
H -2.9065 4.8641 5.4511 0.7 -0.3 1.3 0.02
H -2.7739 6.5619 3.8986 0.7 0.4 -1.4 0.09
H -2.8614 3.7146 6.9015 0.6 1.2 -0.6 0.05
H -0.9257 3.9413 0.1523 0.0 0.9 -1.4 0.08
H 2.8701 0.3643 5.2652 -2.0 0.5 -0.5 0.09
H -7.4300 -4.0249 -0.0813 0.1 -0.2 0.1 0.11
H -1.0622 4.8807 2.0355 -1.6 0.3 0.0 0.09
H 10.1820 0.6326 1.4405 -0.1 0.0 -0.3 0.11
H 8.7347 -0.1220 2.0032 -0.1 0.0 -0.1 0.10
H 1.3323 4.1567 8.0341 -1.7 0.1 0.3 0.03
H -4.4843 -2.8335 -0.9790 0.0 0.0 0.1 0.04
H -5.5694 -6.4362 1.7501 -0.1 -0.1 -0.1 0.10
H 1.2345 -0.9961 3.5598 -0.9 1.7 0.7 0.09
H 0.6837 -4.4233 -9.2857 0.0 0.0 0.1 0.07
H -0.0666 2.9886 8.3353 0.3 1.8 -0.1 0.05
H 0.1715 -2.7961 -8.8774 -0.1 -0.1 0.0 0.05
H 4.6255 1.6944 2.8653 -0.3 1.0 -1.6 0.09
H -1.7912 -2.5393 -2.6809 -0.2 0.2 0.0 0.10
H -2.5606 7.4068 2.2469 0.6 -1.0 1.0 0.11
H -1.6952 -6.2569 -5.3069 0.1 0.1 0.0 0.07
H 1.1841 5.5146 4.7066 -1.0 0.5 1.1 0.08
H -3.4754 3.9770 0.9264 0.6 1.7 -0.3 0.11
H -6.2338 -8.5552 1.3802 -0.1 0.0 0.0 0.06
H -1.2266 0.0434 3.0232 1.0 0.9 1.1 0.07
H -1.7332 -4.0267 -6.3514 -0.2 0.0 0.0 0.10
H -3.7337 -6.4684 0.2983 -0.1 0.0 0.0 0.07
H 10.2878 1.4730 -0.7685 -0.1 -0.1 0.1 0.11
H -2.5272 4.4357 3.0527 0.6 1.0 -1.3 0.09
H 9.5681 -2.3005 0.7677 0.0 0.1 0.0 0.07
H -8.7559 -5.0794 -0.4594 0.0 -0.2 0.1 0.11
H 8.1176 -1.6409 -0.8385 0.0 -0.2 -0.1 0.10
H -4.5496 -5.5862 -0.9801 0.0 -0.1 -0.1 0.04
H -7.7503 -8.1047 2.1872 0.1 0.0 -0.1 0.08
H -7.7328 -9.3731 0.9564 0.0 0.1 0.0 0.07
H -3.2060 5.4099 -1.2391 1.3 0.4 1.3 0.11
H -7.1666 -7.7425 -0.8005 0.0 -0.1 -0.1 0.10
H -5.7692 -1.6725 -1.2518 0.1 0.0 0.0 0.07
H -2.0762 2.3788 4.1556 1.9 -0.8 0.3 0.08
H 0.0781 8.0670 5.3026 -0.8 -1.7 -0.2 0.11
H -0.8297 -4.1859 -8.4195 0.0 0.0 0.0 0.07
H 6.3070 2.8440 1.0592 -1.9 0.3 -0.6 0.09
H 10.3579 -1.7892 2.2549 0.0 0.0 -0.1 0.07
H -0.4829 1.1047 -1.3705 0.0 -0.1 0.0 0.08
H 0.2003 6.4433 2.9416 -1.3 0.7 0.7 0.05
H -1.2616 -3.9707 -4.6586 0.1 0.2 -0.1 0.10
H 9.9206 -1.2691 -2.1094 0.0 0.1 0.0 0.07
H -2.5595 5.5277 7.1410 0.3 -1.3 -1.0 0.05
H -2.1071 6.6250 -0.4111 -0.2 -1.6 0.2 0.08
H 1.1619 6.2621 6.3886 -1.1 -0.9 -1.2 0.08
H 0.9900 3.0719 0.3694 2.0 -0.1 0.2 0.07
H 11.3461 -0.6693 -1.2426 -0.1 -0.1 0.0 0.05
H -2.9025 1.0176 -0.8004 -0.2 -0.2 -0.1 0.11
H 10.8856 0.0428 -2.7762 0.0 0.0 0.1 0.07
H -4.9536 -7.2852 -0.6723 0.0 0.1 0.0 0.07
H -0.8051 1.3566 0.3498 0.0 -0.1 0.0 0.05
H 11.1317 -1.4662 0.7142 -0.1 -0.1 0.0 0.05
H 0.0187 -6.0878 -4.9090 0.0 0.1 -0.1 0.08
H -0.1654 -0.1894 -0.1960 0.0 0.1 0.0 0.07
H 9.0009 1.1605 -1.8909 -0.1 -0.1 0.1 0.11
H -5.5456 -4.8408 1.0908 -0.2 0.0 -0.1 0.11
H -0.9564 -0.3378 -6.1946 0.0 -0.1 0.0 0.07
H -0.7758 -3.5446 -0.5560 0.0 0.0 0.0 0.08
H -0.4856 8.1442 3.0706 -0.1 -1.7 0.6 0.10
```
Forces are in eV/Å.

* lowest unoccupied orbital energy: -0.53 eV
* frontier orbital gap: 7.56 eV
* E_tot: -147334.03170 eV
* 2S+1: 1
* E_HOMO: -8.09 eV

No. 2
C19H43N6O5P2S | the ωB97M-V functional and the def2-TZVPD basis

The geometry in XYZ format:
```
76
Properties=species:S:1:pos:R:3:forces:R:3:lowdin_charge:R:1
S 3.0678 1.7263 -3.6498 -1.3 -3.5 -5.4 0.55
P -3.9963 -1.1877 -2.0296 -2.4 5.7 3.6 0.76
P 2.0237 -0.2933 3.3183 -6.0 3.5 -2.3 0.75
O 2.3589 2.8659 -4.3478 2.0 -1.1 1.9 -0.46
O 4.1963 1.0455 -4.6063 -3.1 2.9 4.0 -0.49
O -3.1941 -1.3689 -0.7269 1.0 -3.0 -1.9 -0.31
O 2.0184 0.6505 -3.3392 2.6 2.3 0.6 -0.47
O 2.6172 0.4751 2.1228 3.1 -1.7 1.4 -0.30
N -4.8970 -1.0488 -3.5720 1.3 -1.8 -1.7 -0.30
N 0.7691 -1.0018 2.3787 -0.9 -0.8 -0.4 -0.34
N -5.5366 -1.3722 -1.3133 -0.9 -1.5 1.0 -0.33
N 1.4046 -1.2144 4.7256 2.1 -1.9 0.6 -0.30
N -3.5058 0.4480 -2.2403 0.2 1.2 -0.4 -0.35
N 1.5472 1.0910 4.1974 1.0 1.5 0.7 -0.33
C -3.6809 1.4334 -1.1803 -0.1 -0.1 0.4 -0.12
C 8.0530 0.4510 -1.2196 -3.9 1.5 -0.5 -0.10
C 2.4786 2.2178 4.1761 0.2 -0.1 -0.5 -0.15
C 1.2678 -2.0991 1.5444 0.2 -0.2 0.4 -0.13
C -5.1195 0.1742 -4.3325 0.6 0.6 0.0 -0.14
C 7.9200 1.5966 -2.2646 -2.7 -1.7 2.2 -0.09
C 2.4795 -1.9944 5.3484 0.0 0.2 0.4 -0.16
C -0.1225 -0.1809 1.5665 0.0 0.5 -0.2 -0.11
C -2.1243 0.5428 -2.7323 -0.1 -0.3 -0.4 -0.12
C 6.5364 2.2268 -2.5484 0.2 -2.2 2.2 -0.03
C -5.6452 -2.3980 -0.2779 0.5 0.1 0.2 -0.16
C -4.5173 -2.1258 -4.4931 -0.4 -0.3 -0.1 -0.16
C 3.7922 2.3629 -2.0248 1.2 -0.4 0.3 -0.21
C 5.3974 0.6487 -0.7272 3.3 0.8 -1.7 -0.02
C 0.1964 1.5934 4.3213 -0.2 -0.5 0.6 -0.14
C 5.2675 1.7795 -1.7937 2.3 -1.8 1.2 -0.19
C -6.4708 -0.3065 -1.0257 -0.3 0.0 -0.8 -0.14
C 0.1668 -1.9814 4.7759 -0.3 -0.3 -0.6 -0.14
C 6.7658 -0.0197 -0.4544 0.1 2.7 -2.6 -0.09
H -3.3376 2.4186 -1.5136 0.2 -0.2 -0.2 0.09
H 2.3692 2.8139 3.2616 0.1 0.1 0.0 0.08
H -0.0660 -2.2450 5.8148 0.5 0.1 0.1 0.08
H 3.7649 3.5112 -2.0545 0.1 -1.8 -0.1 0.10
H -0.1041 2.1749 3.4430 0.0 0.0 -0.1 0.08
H -0.7020 0.5094 2.1757 0.2 0.1 0.1 0.05
H -3.5171 -1.9570 -4.9064 -0.1 -0.1 -0.2 0.08
H -5.5035 0.9864 -3.7151 0.3 -0.2 0.1 0.07
H -5.2859 -2.0314 0.6920 0.0 -0.1 0.1 0.08
H -0.5322 0.7990 4.4835 0.1 -0.1 -0.2 0.06
H 3.3744 -1.3746 5.4717 0.0 0.0 -0.1 0.07
H -6.5378 0.4207 -1.8348 0.2 0.0 0.0 0.06
H 0.1096 2.2477 5.1964 0.2 0.0 0.0 0.08
H 1.8431 -2.8075 2.1537 0.1 0.0 0.0 0.07
H 3.5117 1.8672 4.2313 -0.1 0.1 -0.1 0.07
H 6.8584 -0.8679 0.3053 -0.2 1.4 -1.2 0.07
H 4.5073 0.2818 -0.1220 1.2 0.7 -1.0 0.08
H -5.8838 0.0015 -5.0999 0.1 -0.5 0.1 0.08
H 0.2304 -2.9136 4.2034 -0.2 -0.1 0.0 0.08
H 0.4458 -2.6645 1.0968 -0.1 0.2 0.1 0.08
H -7.4852 -0.7061 -0.9121 0.1 -0.1 0.0 0.08
H -4.7308 1.5759 -0.9322 0.0 -0.2 0.1 0.05
H -4.5086 -3.0874 -3.9682 0.1 0.0 0.1 0.07
H -1.8808 1.5617 -3.0438 -0.1 -0.1 0.1 0.09
H -6.2169 0.2187 -0.0982 0.0 0.0 0.1 0.08
H 6.4370 3.0404 -3.3358 0.2 -1.3 1.2 0.10
H 8.8725 1.9256 -2.7904 -1.6 -0.3 0.6 0.07
H -5.2297 -2.2194 -5.3182 0.0 0.1 0.1 0.08
H 2.1959 -2.3465 6.3447 -0.1 0.0 -0.1 0.07
H -1.4013 0.2236 -1.9750 0.0 0.0 -0.1 0.08
H -6.6808 -2.7313 -0.1573 0.0 0.2 -0.2 0.07
H 3.0862 1.9435 -1.2178 1.2 0.8 -1.3 0.09
H 2.7490 -2.8585 4.7308 0.1 -0.1 0.2 0.07
H 9.0377 -0.0779 -0.9872 -1.5 1.0 -0.5 0.07
H -4.2124 0.5204 -4.8398 -0.1 0.2 -0.1 0.08
H -0.6921 -1.4129 4.4193 0.3 0.0 -0.2 0.07
H -0.8711 -0.8052 1.0665 0.2 -0.2 0.0 0.08
H -3.1348 1.1736 -0.2657 0.0 0.1 0.0 0.08
H 1.9223 -1.7355 0.7452 0.0 0.0 0.0 0.08
H 0.4122 0.3900 0.7988 -0.1 0.0 0.0 0.09
H -5.0603 -3.2810 -0.5452 0.0 0.2 0.1 0.07
H -1.9907 -0.0959 -3.6133 0.0 -0.1 0.0 0.08
H 2.3235 2.8764 5.0364 -0.2 -0.2 0.0 0.07
```
Forces are in eV/Å.

* lowest unoccupied orbital energy: 0.89 eV
* frontier orbital gap: 5.53 eV
* charge: -1
* E_tot: -68982.57927 eV
* 2S+1: 1
* E_HOMO: -4.64 eV

No. 3
C11H19NS7V | the ωB97M-V functional and the def2-TZVPD basis

The geometry in XYZ format:
```
39
Properties=species:S:1:pos:R:3:forces:R:3:lowdin_spin:R:1
V 0.0000 0.0000 0.0000 2.3 0.3 0.7 2.60
S -0.1927 -2.4334 -0.2895 0.4 -0.7 -0.3 0.02
S 2.4368 0.0210 0.5229 0.9 -1.0 -0.2 0.03
S 1.2941 -1.8582 4.2039 -2.6 0.7 1.4 0.00
S 3.2075 -3.7297 4.8844 4.8 -9.7 8.4 0.00
S 0.1617 0.3702 2.4511 -0.9 0.1 0.8 0.03
S 3.4759 -2.1886 2.5669 2.3 0.0 -2.0 0.00
S -0.3109 2.3944 -0.3500 0.6 0.8 -0.4 0.02
N -0.0904 -0.0224 -2.2397 0.5 0.0 -0.3 0.02
C 2.3719 -1.0035 1.9992 -1.0 0.8 -0.4 0.02
C -0.1739 2.4147 -2.1903 -0.1 0.2 0.5 0.01
C -1.9819 0.0491 0.8336 -1.4 -0.2 1.1 0.09
C -2.1351 -0.0197 -0.4910 -1.2 -0.1 -0.8 0.08
C 0.5450 1.2060 -2.7442 0.0 -0.2 -0.1 0.01
C 0.4873 -1.2740 -2.7550 0.1 0.2 -0.1 0.01
C 1.1110 3.4174 0.1356 -0.3 -0.1 -0.2 0.01
C 2.7197 -2.7235 3.9932 -3.8 8.3 -7.4 0.00
C 1.3398 -3.3473 0.0577 -0.4 0.0 -0.2 0.01
C -0.2154 -2.4572 -2.1314 0.0 -0.1 0.5 0.01
C 1.3125 -0.8562 2.8297 0.7 0.8 -1.3 0.01
H -2.0033 0.9939 1.3543 -0.4 0.0 0.1 0.01
H -1.1962 2.4640 -2.5610 -0.1 0.0 -0.1 0.00
H 0.9012 4.4502 -0.1222 0.0 0.1 -0.1 0.00
H -1.0642 -0.0001 -2.5256 0.0 0.0 0.0 0.00
H 0.2215 -3.3951 -2.4627 0.1 -0.1 0.0 0.00
H 1.5861 1.1940 -2.4367 0.2 0.0 0.1 0.00
H 1.2050 3.3278 1.2117 0.0 -0.2 0.1 0.00
H -2.2310 -0.9700 -0.9990 -0.3 0.0 0.0 0.01
H -1.9108 -0.8372 1.4460 -0.4 0.0 0.1 0.01
H 2.1938 -2.8950 -0.4313 0.1 0.2 0.0 0.00
H 0.3178 3.3371 -2.4853 0.1 0.1 0.0 0.00
H -1.2669 -2.4797 -2.4120 -0.1 0.0 -0.1 0.00
H 1.5453 -1.2798 -2.5150 0.2 0.0 0.2 0.00
H 0.3963 -1.3349 -3.8439 0.0 0.0 -0.1 0.00
H 0.5214 1.2472 -3.8377 0.0 0.0 -0.1 0.00
H -2.3166 0.8693 -1.0814 -0.2 0.0 0.0 0.01
H 1.2095 -4.3768 -0.2599 -0.1 -0.1 -0.1 0.00
H 1.4813 -3.3226 1.1319 0.0 0.0 0.1 0.00
H 2.0270 3.0800 -0.3354 0.1 -0.2 0.0 0.00
```
Forces are in eV/Å.

* lowest unoccupied orbital energy (spin up / spin down): -0.18 / -0.40 eV
* frontier orbital gap (spin up / spin down): 6.03 / 5.88 eV
* E_tot: -114738.28714 eV
* 2S+1: 4
* E_HOMO (spin up / spin down): -6.21 / -6.28 eV

Q: 2S+1 of number 3 (C11H19NS7V)?
A: 4

Q: Which formula does entry 1 have?
A: C48H92BrIN4O2Si

Q: E_tot of number 1 (C48H92BrIN4O2Si)?
A: -147334.03170 eV